Below is one molecule with the formula C24H19N3O2, with properties calculated with ωB97M-V/def2-TZVPD.

Structure (XYZ):
```
48
Properties=species:S:1:pos:R:3:lowdin_charge:R:1
O 1.075 -3.037 -1.219 0.044
O 0.138 -3.584 0.683 0.066
N 0.897 -2.860 0.012 -0.320
N 5.917 5.371 2.424 -0.096
N 4.524 3.065 -0.191 0.194
C 4.842 4.529 2.391 -0.036
C 4.748 -0.874 5.418 -0.073
C 2.366 -0.983 -0.256 0.028
C 8.910 4.684 4.482 -0.090
C 3.008 0.132 0.259 -0.015
C 6.601 -0.693 3.888 -0.077
C 4.775 0.879 3.742 -0.201
C 5.964 0.365 3.233 -0.052
C 6.944 4.770 3.141 -0.165
C 4.152 2.168 3.178 -0.184
C 2.804 0.589 1.560 -0.134
C 5.994 -1.330 4.974 -0.081
C 2.001 -0.209 2.414 -0.002
C 6.477 3.500 3.617 -0.101
C 4.142 0.220 4.800 -0.056
C 7.320 2.816 4.488 -0.027
C 8.132 5.363 3.535 -0.021
C 5.136 3.329 3.063 -0.102
C 5.946 6.723 1.895 -0.012
C 8.514 3.414 4.915 -0.090
C 4.010 2.566 0.736 -0.212
C 1.579 -1.758 0.596 -0.156
C 3.329 2.000 1.914 -0.189
C 1.351 -1.347 1.933 0.033
H 9.138 2.879 5.624 0.097
H 0.671 -1.933 2.546 0.120
H 3.678 0.639 -0.416 0.101
H 4.248 -1.363 6.257 0.105
H 9.826 5.124 4.862 0.098
H 3.414 2.479 3.948 0.151
H 3.961 4.851 1.839 0.135
H 1.876 0.054 3.464 0.105
H 7.021 1.836 4.855 0.097
H 2.454 -1.236 -1.304 0.124
H 7.593 -1.021 3.559 0.111
H 8.429 6.323 3.134 0.095
H 6.439 0.836 2.366 0.134
H 2.410 2.610 2.077 0.173
H 6.951 7.134 2.017 0.075
H 5.238 7.380 2.420 0.096
H 6.492 -2.156 5.489 0.105
H 3.180 0.581 5.172 0.111
H 5.687 6.722 0.832 0.095
```

Computed properties:
charge: 0
highest occupied orbital energy: -7.823 eV
SMILES: Cn1cc([C@H](c2ccccc2)[C@@H](C#N)c2ccc([N+](=O)[O-])cc2)c2ccccc21

Below is C24H20BBrCl3IIrN11S as an isolated structure, with properties calculated with ωB97M-V/def2-TZVPD.

Structure (XYZ):
```
63
Properties=species:S:1:pos:R:3:lowdin_charge:R:1
Ir -0.154 0.089 -0.522 1.054
I -0.647 -0.531 -3.048 1.320
Br -0.915 -0.750 -6.281 0.844
Cl 4.670 -1.284 -2.583 0.735
Cl 5.212 -0.694 0.223 0.702
Cl 4.957 1.480 -1.709 0.681
S 1.784 3.430 3.714 1.299
N -1.021 -2.466 0.750 0.026
N -0.183 -1.949 -0.186 -0.179
N -3.941 -2.318 2.874 0.092
N 0.020 0.270 1.588 0.000
N -2.578 -2.248 2.720 -0.036
N -2.798 -0.659 0.728 0.046
N 2.039 2.727 1.155 0.092
N 1.864 -0.027 -0.809 0.035
N -2.186 0.092 -0.242 -0.177
N -0.772 -0.420 2.276 0.120
N -0.423 3.123 -1.246 0.263
C 4.441 -0.154 -1.264 -1.620
C 0.379 0.462 -5.657 -0.732
C 0.922 0.997 2.525 -0.230
C -0.262 2.022 -0.960 -0.285
C 0.048 -4.171 -0.181 0.027
C -2.930 -3.772 4.289 0.006
C -4.376 0.536 -0.281 0.026
C -4.149 -3.217 3.801 -0.071
C -4.123 -0.389 0.709 0.022
C -3.141 0.810 -0.846 -0.127
C 2.111 2.071 -6.085 -0.017
C 1.548 1.525 -3.809 -0.165
C 2.998 4.029 2.825 -0.202
C 0.358 0.647 3.855 0.063
C -1.960 -3.147 3.572 -0.107
C 0.592 0.652 -4.296 -0.614
C -0.898 -3.813 0.752 0.017
C 1.142 2.499 2.230 -0.447
C 1.153 1.187 -6.554 -0.067
C 2.311 2.241 -4.722 -0.054
C 0.472 -2.974 -0.743 -0.121
C 2.989 3.529 1.439 -0.090
C -0.643 -0.212 3.658 0.058
C 2.990 -0.074 -0.996 -0.298
B -1.965 -1.604 1.564 -0.562
H -1.502 -4.420 1.407 0.149
H 0.738 0.978 4.812 0.142
H -0.886 -3.258 3.600 0.133
H 1.711 1.656 -2.748 0.050
H 1.194 -2.809 -1.527 0.109
H 3.743 3.822 0.717 0.147
H -4.775 -0.915 1.387 0.127
H 3.065 2.931 -4.368 0.116
H -2.805 -4.509 5.064 0.124
H 0.377 -5.165 -0.433 0.136
H -5.157 -3.450 4.107 0.134
H -0.601 4.044 -1.621 0.153
H -5.332 0.944 -0.560 0.135
H 0.999 1.051 -7.617 0.131
H -1.294 -0.742 4.337 0.153
H -2.904 1.470 -1.664 0.108
H 1.885 0.469 2.417 0.199
H 2.708 2.630 -6.793 0.135
H 0.182 2.992 2.021 0.159
H 3.716 4.738 3.233 0.130
```

Computed properties:
charge: +4
highest occupied orbital energy: -18.459 eV

Lowest unoccupied orbital energy (computed, eV): -0.93 -14.10
Energy relative to the best compared isomer or geometry (same formula, charge and spin) (computed, kcal per mole): 121.0 7.4